Density functional theory data (ωB97M-V/def2-TZVPD) for C20H20BrHfN5O3S4Si as an isolated structure in a non-equilibrium geometry.

XYZ file:
```
55
Properties=species:S:1:pos:R:3:mulliken_charge:R:1
Hf -1.495 -0.634 -0.170 0.3775
O 6.253 -1.853 3.695 -0.6641
S 7.117 -2.575 2.780 1.1802
O 8.521 -2.255 2.862 -0.6566
O 6.791 -3.979 2.605 -0.6675
C 6.593 -1.924 1.176 0.0421
N 7.470 -1.752 0.172 -0.4486
C 7.001 -1.301 -0.978 -0.3095
C 5.655 -1.026 -1.198 -0.7182
C 4.838 -1.250 -0.111 0.3048
N 5.283 -1.675 1.056 -0.3221
C 3.364 -1.037 -0.118 1.2776
C 2.712 -0.937 1.115 -0.5933
C 1.351 -0.797 1.147 -0.5528
N 0.616 -0.751 0.011 0.2163
C 1.246 -0.831 -1.184 -0.3086
C 2.605 -0.969 -1.286 -0.8869
H 7.727 -1.150 -1.770 0.4237
H 5.300 -0.649 -2.148 0.3271
H 3.295 -1.007 2.024 0.6591
H 0.808 -0.723 2.082 0.5623
H 0.621 -0.791 -2.073 0.6703
H 3.062 -1.056 -2.261 0.3533
S -0.523 4.686 0.725 -0.3189
C -1.445 3.668 -0.159 0.3088
S -0.727 2.215 -0.835 -0.0251
C -2.241 1.763 -1.551 0.1410
N -3.170 2.617 -1.365 -0.6654
N -2.745 3.683 -0.607 0.6066
C -3.776 4.673 -0.362 0.9147
C -3.625 5.688 0.573 -0.4829
C -4.665 6.592 0.765 -0.6769
C -5.840 6.497 0.042 -0.5166
C -5.978 5.474 -0.888 -0.5424
C -4.958 4.564 -1.092 -0.3430
S -2.428 0.201 -2.357 -0.2576
H -2.726 5.782 1.151 0.1896
H -4.538 7.378 1.497 0.3665
H -6.642 7.205 0.200 0.3869
H -6.889 5.379 -1.464 0.3612
H -5.080 3.771 -1.813 0.4012
Br -2.641 0.293 1.857 -0.3629
C -0.871 -3.924 -1.479 -1.0809
Si -2.022 -3.238 -0.151 0.4054
C -1.413 -3.848 1.515 -1.0757
C -3.741 -3.878 -0.446 -1.0168
H -0.917 -5.017 -1.471 0.3838
H 0.174 -3.648 -1.310 0.3374
H -1.156 -3.590 -2.481 0.3264
H -1.411 -4.942 1.509 0.3396
H -2.070 -3.513 2.320 0.3352
H -0.394 -3.528 1.753 0.3461
H -3.705 -4.970 -0.404 0.3161
H -4.136 -3.586 -1.420 0.3155
H -4.435 -3.530 0.321 0.3172
```

Values from the calculation:
E_LUMO = -2.7 eV
largest force on an atom = 0.03366 Eh/bohr
energy = -5777.9250 hartree
gap between HOMO and LUMO = 4.8 eV
relative energy (zero: lowest compared OMol25 entry of this formula, charge and spin) = 23.90 kcal per mole
charge = 0
2S+1 = 1
HOMO = -7.5876 eV

---

Density functional theory data (ωB97M-V/def2-TZVPD) for C20H20BrN2O2PdS2 as an isolated structure in a non-equilibrium geometry.

XYZ file:
```
48
Properties=species:S:1:pos:R:3:mulliken_charge:R:1
Pd -0.811 0.200 -1.272 0.0161
O 1.564 -3.738 1.008 -0.5706
C 1.801 -3.483 -0.324 0.9544
C 2.948 -3.914 -0.965 -0.8429
C 3.142 -3.604 -2.305 -0.4136
C 2.187 -2.876 -2.995 -0.9569
C 1.036 -2.460 -2.333 -0.1609
C 0.826 -2.748 -0.994 0.3858
C -0.412 -2.320 -0.227 -0.3225
O -1.390 -1.668 -0.951 -0.4508
N -0.054 -1.465 0.916 0.0610
N 0.022 -0.161 0.653 -0.2243
C 0.567 0.664 1.462 -0.1854
C 0.633 2.095 1.204 0.2338
Br 0.251 2.588 -0.601 -0.0828
C 0.975 3.080 2.027 -0.8121
C 1.238 2.990 3.477 0.6894
C 2.099 3.932 4.037 -0.5244
C 2.418 3.888 5.384 -0.5552
C 1.856 2.913 6.197 -0.4424
C 0.959 2.001 5.660 -0.5777
C 0.646 2.041 4.310 -0.4342
H 2.227 -4.350 1.345 0.3280
H 3.690 -4.489 -0.420 0.3023
H 4.038 -3.946 -2.807 0.3899
H 2.324 -2.650 -4.045 0.4143
H 0.254 -1.957 -2.879 0.5001
H -0.840 -3.223 0.221 0.2244
H 0.467 -1.857 1.688 0.2485
H 1.029 0.302 2.376 0.6776
H 1.107 4.065 1.592 0.3454
H 2.531 4.700 3.404 0.3520
H 3.098 4.619 5.801 0.3866
H 2.097 2.881 7.252 0.3897
H 0.485 1.267 6.299 0.3865
H -0.112 1.372 3.924 0.6379
C -3.134 0.124 -5.282 -1.4672
C -2.619 0.332 -3.893 0.8483
S -1.037 0.278 -3.627 -0.2308
C -3.639 0.635 -2.814 0.7547
C -5.079 0.704 -3.242 -1.3663
S -3.218 0.884 -1.299 -0.1573
H -2.341 -0.182 -5.957 0.4330
H -3.580 1.049 -5.657 0.3808
H -3.920 -0.635 -5.281 0.3461
H -5.432 -0.300 -3.497 0.3549
H -5.200 1.326 -4.130 0.3369
H -5.699 1.093 -2.443 0.4000
```

Values from the calculation:
E_LUMO (spin up / spin down) = -5.1 / -5.1 eV
largest force on an atom = 0.04158 Eh/bohr
energy = -4532.0651 hartree
gap between HOMO and LUMO (spin up / spin down) = 5.7 / 5.7 eV
relative energy (zero: lowest compared OMol25 entry of this formula, charge and spin) = 4.74 kcal per mole
charge = +1
2S+1 = 1
HOMO (spin up / spin down) = -10.7756 / -10.7926 eV

---

Density functional theory data (ωB97M-V/def2-TZVPD) for C20H20BrN3O5OsS2 as an isolated structure.

XYZ file:
```
52
Properties=species:S:1:pos:R:3:lowdin_spin:R:1
Os -0.287 0.368 2.209 2.7616
O 0.565 -0.930 3.531 0.1042
S -0.376 -0.982 4.768 0.0297
O -0.947 -2.283 4.868 0.0187
O 0.249 -0.380 5.895 0.0170
S -1.771 0.380 3.954 0.2579
C -0.094 -4.973 1.166 0.0014
C -0.522 -3.726 0.399 0.0048
C -1.828 -3.989 -0.344 0.0017
C 0.579 -3.316 -0.583 0.0003
N -0.766 -2.712 1.442 0.0103
N -1.143 -1.425 0.956 0.1687
H 0.092 -5.796 0.476 0.0004
H -0.868 -5.269 1.873 0.0001
H 0.827 -4.788 1.724 0.0001
H -1.699 -4.809 -1.050 0.0000
H -2.150 -3.117 -0.917 0.0010
H -2.617 -4.257 0.361 0.0000
H 0.776 -4.127 -1.285 0.0000
H 1.509 -3.100 -0.051 0.0001
H 0.310 -2.438 -1.174 0.0001
H 0.064 -2.591 2.013 0.0010
H -2.155 -1.383 0.908 0.0024
H -0.750 -1.192 0.040 0.0021
N -4.515 7.187 -3.648 0.0164
C -4.026 6.423 -2.943 0.0037
C -3.415 5.466 -2.061 0.0327
C -3.677 5.522 -0.693 -0.0078
C -3.091 4.605 0.156 0.0408
C -2.240 3.622 -0.359 0.0320
C -1.980 3.572 -1.733 0.0408
C -2.566 4.490 -2.580 -0.0077
C -1.629 2.667 0.499 0.3056
C -1.100 1.811 1.201 0.0059
H -4.336 6.286 -0.305 -0.0010
H -3.284 4.640 1.219 0.0020
H -1.317 2.809 -2.118 0.0019
H -2.370 4.461 -3.643 -0.0010
Br 7.221 0.301 -2.388 0.0003
C 5.463 0.269 -1.692 0.0008
C 4.390 0.192 -2.567 0.0002
C 3.106 0.169 -2.051 0.0007
C 2.900 0.223 -0.676 0.0004
C 3.988 0.298 0.187 0.0009
C 5.277 0.322 -0.320 0.0000
C 1.500 0.190 -0.162 0.0151
O 0.536 0.135 -0.908 0.0185
O 1.406 0.199 1.152 0.1154
H 4.560 0.150 -3.633 0.0000
H 2.249 0.109 -2.706 0.0001
H 3.822 0.335 1.254 -0.0001
H 6.129 0.381 0.342 0.0000
```

Values from the calculation:
E_LUMO (spin up / spin down) = -0.6 / -2.9 eV
largest force on an atom = 0.00675 Eh/bohr
energy = -4775.5737 hartree
gap between HOMO and LUMO (spin up / spin down) = 8.7 / 6.6 eV
relative energy (zero: lowest compared OMol25 entry of this formula, charge and spin) = 2.26 kcal per mole
charge = 0
2S+1 = 5
HOMO (spin up / spin down) = -9.3342 / -9.5482 eV

---

Q: Among the records above, which one has the highest charge?
A: C20H20BrN2O2PdS2

---

Q: Which formula does entry 2 have?
A: C20H20BrN2O2PdS2

---

Q: Which value of energy does entry 3 give?
A: -4775.5737 hartree